(1)
Here is a structure of composition C3H8N2OP2 in a non-equilibrium geometry from the OMol25 dataset. Energies are from ωB97M-V/def2-TZVPD.

Computed properties:
HOMO-LUMO gap: 8.8 eV
Electronic energy: -26844.945 eV
Relative energy (zero: lowest compared OMol25 entry of this formula, charge and spin): 0.516 eV
E_LUMO: -0.313 eV
Molecular weight: 150.06 g/mol

```
! RIJCOSX wB97M-V def2-TZVPD def2/J DEFGRID3
* xyz 0 1
C 2.926 0.075 0.044
C 1.434 0.320 0.143
C 0.609 -0.907 -0.002
N -3.208 -0.880 0.387
N -3.815 1.371 -0.465
O -0.745 -0.702 0.443
P -4.574 0.012 0.142
P -1.983 -0.406 -0.499
H 3.507 1.034 0.012
H 3.358 -0.364 1.007
H 3.009 -0.642 -0.789
H 1.132 1.027 -0.549
H 1.311 0.883 1.062
H 0.527 -1.286 -0.984
H 1.086 -1.677 0.709
H -4.575 2.142 -0.659
*
```

Results of the natural (NBO) charge analysis, in e, for atoms 1 through 2: C -0.61; C -0.44


(2)
Here is a cluster of 12 separate species, C20H64N8O12 in total in a non-equilibrium geometry from the OMol25 dataset. Energies are from ωB97M-V/def2-TZVPD.

Computed properties:
HOMO-LUMO gap: 9.1 eV
Electronic energy: -58261.098 eV
Relative energy (zero: lowest compared OMol25 entry of this formula, charge and spin): 10.547 eV
E_LUMO: -0.257 eV
Molecular weight: 608.78 g/mol

```
! RIJCOSX wB97M-V def2-TZVPD def2/J DEFGRID3
* xyz 0 1
N -4.802 -2.353 -4.102
C -5.209 -2.630 -2.851
N -4.309 -2.132 -1.987
O -6.294 -3.379 -2.566
H -5.208 -2.712 -5.007
H -4.090 -1.673 -4.257
H -4.551 -2.421 -1.065
H -3.411 -1.858 -2.272
N 1.427 1.025 -2.452
C 0.158 1.318 -2.345
N -0.475 0.871 -3.308
O -0.398 2.030 -1.377
H 2.082 1.375 -1.688
H 1.836 0.264 -3.015
H -1.466 1.177 -3.369
H -0.032 0.530 -4.189
N 1.675 3.233 0.170
C 2.899 2.732 0.174
N 3.697 3.411 0.964
O 3.284 1.616 -0.648
H 0.997 2.784 -0.481
H 1.338 4.074 0.665
H 4.663 3.030 1.003
H 3.456 4.381 1.213
N -3.072 2.105 -2.822
C -3.611 1.062 -2.274
N -3.973 0.252 -3.191
O -3.687 0.900 -0.862
H -2.669 2.740 -2.116
H -3.308 2.445 -3.734
H -4.625 -0.522 -2.884
H -3.720 0.306 -4.164
C -1.971 -0.935 1.340
C -0.884 0.003 0.899
C -0.567 0.993 2.069
O 0.189 -0.495 0.477
H -1.737 -1.564 2.237
H -2.140 -1.600 0.515
H -2.875 -0.301 1.495
H -1.311 0.541 0.077
H -1.316 1.720 2.384
H 0.274 1.574 1.689
H -0.156 0.414 2.915
H 0.759 0.178 0.186
C 3.937 -3.646 -0.662
C 3.096 -3.298 -1.826
C 2.479 -1.956 -1.688
O 3.753 -3.423 -2.853
H 4.061 -4.693 -0.524
H 3.478 -3.290 0.247
H 4.876 -3.277 -0.699
H 2.149 -3.908 -1.905
H 1.892 -1.649 -2.519
H 3.104 -1.138 -1.571
H 1.868 -1.978 -0.757
H 3.109 -3.469 -3.622
C -1.608 -4.653 0.936
C -0.249 -4.289 0.203
C 0.834 -4.180 1.249
O 0.198 -5.106 -0.679
H -1.596 -5.482 1.617
H -2.276 -4.985 0.128
H -1.962 -3.760 1.359
H -0.322 -3.342 -0.331
H 0.370 -4.452 2.203
H 1.166 -3.131 1.264
H 1.808 -4.782 0.963
H -0.471 -5.256 -1.296
C 2.679 1.200 5.189
C 2.535 2.106 3.993
C 1.881 3.418 4.623
O 3.617 2.348 3.451
H 1.663 0.839 5.504
H 3.068 1.566 6.080
H 3.244 0.317 4.919
H 1.868 1.570 3.326
H 1.703 4.020 3.735
H 2.602 3.926 5.250
H 0.944 3.291 5.232
H 3.510 2.677 2.576
C 3.231 -0.646 1.787
O 2.056 -1.292 2.342
H 3.900 -1.263 1.320
H 3.873 -0.073 2.467
H 2.962 0.044 1.017
H 1.345 -1.032 1.743
C -3.251 3.997 -0.138
O -2.158 4.077 -1.030
H -4.183 3.743 -0.691
H -3.265 4.700 0.651
H -2.979 3.107 0.473
H -1.472 3.572 -0.666
C -0.638 4.765 2.138
O 0.087 5.245 1.032
H -0.292 5.115 3.152
H -0.540 3.709 2.255
H -1.684 5.147 2.074
H -0.121 6.194 0.845
C -1.012 -2.252 -2.349
O -1.609 -1.805 -3.514
H -1.190 -1.384 -1.703
H 0.005 -2.478 -2.241
H -1.631 -2.950 -1.857
H -1.315 -0.886 -3.670
*
```

Results of the Mulliken charge analysis, in e, for atoms 1 through 2: N -0.18; C 0.27


(3)
Here is a cluster of 2 separate species, C4H12 in total in a non-equilibrium geometry from the OMol25 dataset. Energies are from ωB97M-V/def2-TZVPD.

Computed properties:
HOMO-LUMO gap (spin up / spin down): 13.2 / 4.2 eV
Electronic energy: -4330.817 eV
Relative energy (zero: lowest compared OMol25 entry of this formula, charge and spin): 0.415 eV
E_LUMO (spin up / spin down): -3.095 / -11.302 eV
Molecular weight: 60.14 g/mol
Expectation value of S²: 0.75

```
! RIJCOSX wB97M-V def2-TZVPD def2/J DEFGRID3
* xyz 1 2
C 0.958 -0.990 -1.662
C 1.842 -1.138 -0.442
H 0.534 -1.948 -1.942
H 0.157 -0.248 -1.453
H 1.575 -0.622 -2.488
H 1.868 -2.132 0.003
H 2.871 -0.785 -0.578
H 1.461 -0.473 0.378
C -1.248 0.861 1.730
C -1.581 1.265 0.355
H -2.142 0.585 2.290
H -0.582 -0.047 1.743
H -0.583 1.630 2.158
H -0.656 1.480 -0.197
H -2.253 2.123 0.143
H -2.221 0.440 -0.037
*
```

Results of the natural (NBO) charge analysis, in e, for atoms 1 through 2: C -0.59; C -0.59


(4)
Here is a structure of composition C29H18N5Pd in a non-equilibrium geometry from the OMol25 dataset. Energies are from ωB97M-V/def2-TZVPD.

Computed properties:
HOMO-LUMO gap (spin up / spin down): 6.4 / 6.4 eV
Electronic energy: -41286.484 eV
E_LUMO (spin up / spin down): -4.845 / -4.845 eV
Molecular weight: 542.92 g/mol

```
! RIJCOSX wB97M-V def2-TZVPD def2/J DEFGRID3
* xyz 1 1
Pd -0.833 0.357 -1.029
C -3.386 3.809 -1.285
C -2.675 2.689 -0.849
N -2.008 1.912 -1.686
C -2.003 2.206 -3.010
C -2.680 3.310 -3.532
C -3.384 4.125 -2.624
C -2.615 3.560 -4.940
C -1.905 2.745 -5.757
C -1.207 1.606 -5.245
C -0.440 0.739 -6.051
C 0.209 -0.320 -5.465
C 0.077 -0.520 -4.084
N -0.644 0.267 -3.310
C -1.266 1.324 -3.879
H -3.903 4.413 -0.556
H -2.638 2.437 0.206
H -3.915 4.994 -2.987
H -3.141 4.417 -5.335
H -1.852 2.942 -6.818
H -0.365 0.919 -7.115
H 0.810 -1.003 -6.046
H 0.571 -1.353 -3.597
N 0.406 1.793 -0.198
C 0.103 1.876 0.952
N -0.096 1.966 2.200
C -1.261 2.483 2.559
N -2.273 2.922 2.902
C -0.028 -1.147 -0.018
C 0.555 -1.565 0.979
C 1.201 -1.983 2.130
C 0.813 -3.226 2.760
C -0.468 -3.754 2.526
C -0.845 -4.942 3.118
C 0.060 -5.627 3.920
C 1.340 -5.131 4.130
C 1.716 -3.932 3.559
C 2.221 -1.126 2.668
C 2.409 -1.015 4.048
C 3.340 -0.128 4.547
C 4.107 0.636 3.677
C 3.933 0.538 2.302
C 2.981 -0.323 1.796
H -1.159 -3.207 1.900
H -1.837 -5.339 2.957
H -0.233 -6.563 4.376
H 2.045 -5.686 4.733
H 2.725 -3.563 3.690
H 1.779 -1.577 4.726
H 3.463 -0.018 5.616
H 4.840 1.324 4.075
H 4.531 1.140 1.633
H 2.823 -0.400 0.730
*
```

Results of the natural (NBO) charge analysis, in e, for atoms 1 through 2: Pd 0.93; C -0.24